1.
The following is a DFT calculation (wB97M-V/def2-TZVPD) of 14 unconnected molecules or ions with the total composition C16H60N10O14 in a non-equilibrium geometry.

Properties
Kohn-Sham gap = 8.391 eV
Largest force on an atom = 10.38 eV/A
Spin multiplicity = 1
HOMO level = -8.61 eV

Each line ends with the Löwdin charge.
Geometry (Å):
C (0.2201, 0.0416, 0.4155)  -0.07
C (0.9381, -1.2344, 0.3695)  -0.28
O (2.2471, -1.0434, -0.1495)  -0.08
H (0.7401, 0.5956, 1.1755)  0.06
H (-0.7609, -0.2314, 0.8065)  0.07
H (0.0161, 0.5756, -0.4865)  0.06
H (0.3961, -1.9724, -0.2415)  0.11
H (1.0231, -1.5104, 1.3915)  0.07
H (2.6261, -1.8824, -0.3915)  0.02
C (-2.2129, 4.8646, -0.1975)  -0.08
C (-2.5499, 3.8716, 0.8695)  -0.30
O (-1.9479, 2.7156, 0.3565)  -0.15
H (-2.1509, 5.8966, 0.1525)  0.08
H (-2.8839, 4.8016, -1.0375)  0.08
H (-1.1679, 4.6646, -0.4835)  0.08
H (-3.6109, 3.7206, 0.9805)  0.11
H (-2.1159, 4.3106, 1.7805)  0.12
H (-2.1559, 1.9316, 0.9265)  0.08
C (0.5301, 1.7456, -4.4105)  -0.61
O (-0.4249, 1.7656, -5.4145)  -0.14
N (0.4741, 1.1766, -3.2545)  0.12
N (1.6151, 2.4366, -4.4805)  0.17
H (-0.3709, 0.5036, -3.1745)  0.05
H (1.2891, 1.2086, -2.5355)  0.09
H (1.5851, 3.0766, -5.2345)  0.11
H (2.3031, 2.5276, -3.7245)  0.05
C (2.0551, -3.6994, -1.6235)  -0.64
O (1.5621, -3.1544, -2.8155)  -0.11
N (3.2241, -3.4304, -1.0985)  0.13
N (1.3771, -4.5764, -0.9675)  0.16
H (3.9811, -2.9394, -1.6355)  0.17
H (3.6271, -3.9694, -0.3155)  0.10
H (0.4261, -4.7824, -1.2385)  0.12
H (1.4291, -4.4664, 0.1135)  0.13
C (-1.7759, -1.1854, -2.3235)  -0.55
O (-1.5159, -2.5164, -2.0965)  -0.12
N (-1.4289, -0.5664, -3.4585)  0.10
N (-2.2929, -0.3334, -1.4875)  0.19
H (-0.9329, -1.1214, -4.2585)  0.20
H (-1.7309, 0.3756, -3.8625)  0.09
H (-2.3509, -0.5954, -0.5445)  0.05
H (-2.2109, 0.6806, -1.7145)  0.09
C (-2.9909, 2.3126, -2.9455)  -0.59
O (-4.1809, 2.3406, -2.2175)  -0.13
N (-2.7879, 1.9116, -4.1905)  0.12
N (-1.8369, 2.5616, -2.3305)  0.13
H (-3.6539, 1.6516, -4.7315)  0.16
H (-1.9189, 2.1826, -4.7015)  0.07
H (-1.8779, 2.8476, -1.2945)  0.08
H (-0.8549, 2.4556, -2.5565)  0.08
C (3.5611, 1.5076, -2.0155)  -0.56
O (4.3731, 0.4206, -2.4015)  -0.11
N (2.4101, 1.4076, -1.3685)  0.12
N (3.6451, 2.6766, -2.6025)  0.10
H (2.4251, 0.4286, -0.9035)  0.12
H (1.9061, 2.1696, -0.9565)  0.11
H (4.5471, 2.9156, -3.0905)  0.16
H (3.1401, 3.5036, -2.1765)  0.16
C (-1.1639, 0.5236, 3.7835)  -0.19
O (-1.4489, 1.7316, 3.2095)  -0.10
H (-1.5299, -0.2964, 3.1405)  0.06
H (-1.6299, 0.4036, 4.7935)  0.09
H (-0.0889, 0.2696, 4.0765)  0.08
H (-2.3309, 2.0066, 3.4045)  0.08
C (1.2941, 3.4216, 2.4455)  -0.15
O (0.9301, 3.7816, 1.1095)  -0.14
H (1.3751, 2.3046, 2.6475)  0.07
H (0.6611, 3.9156, 3.1665)  0.07
H (2.3621, 3.7766, 2.6635)  0.10
H (0.0171, 3.5576, 0.9015)  0.02
C (-4.6069, 0.7886, 0.4185)  -0.11
O (-3.5019, 0.5236, 1.3065)  -0.19
H (-5.4729, 0.1636, 0.6925)  0.09
H (-4.2229, 0.3856, -0.5735)  0.07
H (-4.9179, 1.7896, 0.4425)  0.05
H (-3.4469, -0.4534, 1.4545)  0.02
C (4.6791, -4.4944, 2.1855)  -0.14
O (3.8191, -3.5674, 1.5645)  -0.18
H (4.3011, -5.4384, 1.6715)  0.11
H (4.8021, -4.4124, 3.2665)  0.08
H (5.6721, -4.3094, 1.7905)  0.08
H (2.9331, -3.6694, 1.9505)  0.03
C (2.3391, -0.5294, 3.5265)  -0.18
O (3.0101, 0.3686, 4.3785)  -0.09
H (1.9141, -1.3464, 4.0335)  0.07
H (2.9791, -0.8204, 2.6815)  0.09
H (1.5671, 0.0486, 3.0015)  0.03
H (2.4401, 0.3916, 5.1565)  0.08
C (0.0901, -3.8974, 2.8855)  -0.14
O (1.3271, -4.3274, 2.4385)  -0.15
H (0.0661, -2.8414, 3.0505)  0.06
H (-0.3839, -4.4944, 3.6845)  0.10
H (-0.5549, -3.9734, 2.0195)  0.06
H (1.4631, -5.3234, 2.4105)  0.15
C (-2.8749, -2.9624, 0.4865)  -0.14
O (-3.2519, -2.0684, 1.4755)  -0.08
H (-3.4129, -2.8854, -0.4415)  0.10
H (-3.2249, -3.9014, 0.7955)  0.08
H (-1.8729, -3.1664, 0.4535)  0.03
H (-3.1029, -2.5414, 2.2485)  0.07



2.
The following is a DFT calculation (wB97M-V/def2-TZVPD) of a molecular structure, C16H8Br2Cl5N2O2Pd.

Properties
<S²> = 6.03
Kohn-Sham gap (alpha / beta) = 7.020 / 3.449 eV
Largest force on an atom = 0.71 eV/A
Spin multiplicity = 5
Charge = +3
HOMO level (alpha / beta) = -17.26 / -17.23 eV

Each line ends with the Löwdin charge.
Geometry (Å):
Pd (0.0115, -0.0810, 0.1201)  0.86
O (5.6133, 2.4958, -0.1506)  0.17
C (4.5108, 1.7779, -0.1321)  -0.27
C (4.4678, 0.3810, -0.0364)  0.05
C (3.2497, -0.2495, -0.0143)  -0.08
N (2.0906, 0.4314, -0.0898)  -0.11
C (2.1656, 1.7611, -0.1796)  -0.68
Br (0.4323, 2.5543, -0.2742)  0.90
C (3.3041, 2.4975, -0.2095)  0.02
H (6.4253, 1.9656, -0.1059)  0.16
H (5.3772, -0.2032, 0.0118)  0.14
H (3.1780, -1.3272, 0.0447)  0.13
H (3.3140, 3.5747, -0.2998)  0.15
Cl (-5.6459, 0.1942, 4.7134)  0.94
C (-4.1374, 0.1391, 4.0200)  -0.67
C (-3.9970, 0.0657, 2.6164)  -0.67
Cl (-5.3586, 0.0485, 1.6418)  0.90
C (-2.7223, 0.0074, 2.0425)  -0.51
Cl (-2.5615, -0.0764, 0.3529)  0.88
C (-1.4947, 0.0204, 2.8140)  -0.41
O (-0.3623, -0.0437, 2.3101)  -0.07
C (-1.6483, 0.1227, 4.2597)  -0.55
Cl (-0.2951, 0.1892, 5.1838)  1.03
C (-2.9681, 0.1706, 4.8498)  -0.63
Cl (-3.1191, 0.2632, 6.4778)  1.02
Br (0.2180, -6.8150, -0.3106)  0.93
C (0.1758, -4.9665, -0.2210)  -0.68
C (-0.1467, -4.2166, -1.3444)  -0.06
C (-0.1708, -2.8434, -1.2346)  -0.10
N (0.1044, -2.2115, -0.0825)  -0.09
C (0.4246, -2.9413, 1.0027)  -0.12
C (0.4729, -4.3159, 0.9742)  -0.07
H (-0.3707, -4.6887, -2.2906)  0.13
H (-0.4065, -2.2298, -2.0955)  0.13
H (0.6674, -2.3990, 1.9073)  0.11
H (0.7452, -4.8728, 1.8596)  0.12



3.
The following is a DFT calculation (wB97M-V/def2-TZVPD) of 2 unconnected molecules or ions with the total composition C17H10Cl4NO7 in a non-equilibrium geometry.

Properties
Kohn-Sham gap = 4.517 eV
Largest force on an atom = 2.68 eV/A
Spin multiplicity = 1
Charge = -1
HOMO level = -4.13 eV

Each line ends with the Löwdin charge.
Geometry (Å):
Cl (-0.8325, -2.4009, 2.5831)  0.68
C (-0.9975, -0.6947, 2.5390)  -0.70
C (0.1096, 0.0970, 2.8228)  -0.62
Cl (1.6347, -0.6141, 3.0772)  0.77
C (0.0098, 1.5146, 3.1069)  -0.36
O (0.8302, 2.1253, 3.7920)  0.09
C (-1.3832, 2.1608, 2.8116)  -0.33
O (-1.5586, 3.3454, 3.0822)  0.09
C (-2.4269, 1.2689, 2.3165)  -0.62
Cl (-3.8896, 1.9938, 1.8628)  0.74
C (-2.2628, -0.1061, 2.2352)  -0.70
Cl (-3.5606, -1.1301, 1.8138)  0.70
C (5.3156, 1.4822, -1.9924)  -0.09
C (5.0053, 2.1484, -0.6834)  -0.26
O (3.7620, 1.6790, -0.1459)  -0.01
C (3.5202, 2.3416, 1.0208)  -0.48
C (2.1192, 2.2704, 1.4597)  -0.01
C (1.4324, 3.5214, 1.4097)  -0.41
O (0.2714, 3.6513, 0.9792)  0.01
C (2.1959, 4.7194, 1.9967)  -0.11
C (2.4545, 5.8889, 1.2460)  0.00
C (3.0525, 6.9941, 1.8467)  0.00
C (3.3012, 6.9795, 3.2336)  -0.17
N (4.0343, 8.0402, 3.8338)  -0.33
O (4.2399, 7.9888, 5.0682)  0.03
O (4.4558, 8.9650, 3.1033)  0.03
C (2.9368, 5.8657, 4.0093)  0.02
C (2.4653, 4.7291, 3.3651)  0.00
O (4.3992, 3.0151, 1.5584)  0.04
H (6.2617, 1.8930, -2.3533)  0.07
H (5.4426, 0.4035, -1.8954)  0.07
H (4.5574, 1.6691, -2.7574)  0.07
H (5.8004, 1.9604, 0.0535)  0.12
H (4.9415, 3.2342, -0.8667)  0.13
H (1.5798, 1.3532, 1.2592)  0.07
H (2.2093, 5.9065, 0.1814)  0.12
H (3.3250, 7.8827, 1.2793)  0.11
H (3.0422, 5.9092, 5.0870)  0.11
H (2.2808, 3.8087, 3.9175)  0.11



In the order shown, the computed calculated total energy values come out to -61124.6975 -229942.7944 -83700.0799 eV.
In the order shown, the computed energy relative to the best compared isomer or geometry (same formula, charge and spin) values come out to 209.05 0.91 13.28 kcal per mole.